Density functional theory data (ωB97M-V with the def2-TZVPD basis set) for C16H6Cl48I2O3 as an isolated structure in a non-equilibrium geometry.

Spin multiplicity: 1
Charge: 0
Gap between HOMO and LUMO, eV: 7.805

CARTESIAN COORDINATES (ANGSTROEM)
Cl: 6.0264 0.9454 0.0803
C: 0.9116 3.2527 -2.4154
Cl: -8.6954 -6.1820 1.1031
Cl: 0.5923 -2.5049 9.9972
Cl: 2.8090 7.6053 -0.1440
Cl: 2.6781 -1.5242 11.7305
Cl: 10.2876 -0.9868 1.9670
Cl: -3.2559 -2.3922 -3.4799
Cl: 1.5212 -6.6999 -3.1612
C: 6.5981 0.5841 4.0162
Cl: 1.0874 1.0571 5.7635
Cl: -4.4771 -0.1410 -2.1655
Cl: 3.7070 2.1010 -1.2364
Cl: -10.0256 -3.8004 2.0427
Cl: 5.2155 1.0992 4.9869
H: -4.0560 3.2907 -2.9440
C: -0.8742 4.6051 -3.0723
Cl: -8.7218 0.5510 -3.7753
Cl: 1.9140 -4.3038 11.8246
Cl: -7.2913 -3.6608 1.1331
C: 4.3033 1.3673 0.2586
Cl: -9.8588 4.4016 -3.1793
H: -2.6293 2.3379 -2.5618
Cl: -0.1258 -1.5221 5.3103
Cl: 8.1359 -2.7015 1.1189
C: 1.4038 -0.6401 5.3857
Cl: 4.2542 -7.4994 -2.7039
H: -2.9196 3.8190 -1.6638
Cl: -1.6005 -0.3668 -2.2620
Cl: 5.7806 -4.8161 -1.3835
I: 2.2940 1.3914 -3.8378
C: 2.6341 -7.4245 -1.9963
Cl: 3.3311 -3.2745 9.5340
C: 3.1235 7.0509 -1.7920
Cl: 2.0945 -9.0605 -1.6053
Cl: 5.2284 -2.5461 0.3121
I: -1.8863 2.9071 -5.3977
Cl: 2.2284 -0.7484 3.8313
Cl: -9.9646 -2.0434 -3.5855
C: -11.3452 3.6377 -3.7548
Cl: 7.8936 0.0306 5.0821
C: 9.8140 -2.6624 1.6633
C: -8.8583 -4.4376 0.8797
H: -0.9444 4.7213 -1.9980
Cl: -3.1373 -2.1605 -0.6068
Cl: 6.1962 -2.1367 -2.3699
O: 0.1878 3.7185 -3.4339
C: 2.1278 -2.9018 10.7729
Cl: -11.6271 2.1519 -2.8483
Cl: -11.1797 3.2543 -5.4716
Cl: 3.5165 -3.1092 -1.9340
Cl: -8.9790 -0.7334 -1.2092
Cl: 10.8584 -3.3560 0.4181
Cl: 3.3560 -0.0855 0.5952
Cl: 2.6578 -6.4560 -0.5221
C: -3.0192 3.3432 -2.6357
H: -0.6365 5.5772 -3.4895
Cl: -9.4162 -4.0976 -0.7583
C: -3.1161 -1.2621 -2.1272
Cl: 9.9720 -3.5971 3.1544
Cl: -7.1231 -1.7667 -3.1475
C: -8.6955 -0.9980 -2.9311
O: 2.2480 3.1202 -2.7556
H: -2.7772 5.0350 -3.9674
C: 5.1825 -3.1559 -1.3447
Cl: 7.1758 1.9465 3.0489
Cl: 2.4249 -1.3405 6.6445
Cl: 4.5868 7.8259 -2.4059
Cl: 1.7551 7.4872 -2.8271
Cl: -12.7031 4.7424 -3.5246
C: -2.2337 4.1554 -3.6540
Cl: 3.3307 5.2996 -1.8007
Cl: 6.1148 -0.7482 2.9549
Cl: 4.1102 2.5028 1.5983
O: 0.5052 2.9283 -1.3276

Table of Löwdin atomic charges, one value per atom, all in e: atom 1 (Cl): 0.488, atom 2 (C): -0.814, atom 3 (Cl): 0.526, atom 4 (Cl): 0.516, atom 5 (Cl): 0.530, atom 6 (Cl): 0.523, atom 7 (Cl): 0.520, atom 8 (Cl): 0.524, atom 9 (Cl): 0.520, atom 10 (C): -2.020, atom 11 (Cl): 0.525, atom 12 (Cl): 0.511, atom 13 (Cl): 0.555, atom 14 (Cl): 0.523, atom 15 (Cl): 0.515, atom 16 (H): 0.070, atom 17 (C): -0.224, atom 18 (Cl): 0.509, atom 19 (Cl): 0.524, atom 20 (Cl): 0.516, atom 21 (C): -1.945, atom 22 (Cl): 0.516, atom 23 (H): 0.006, atom 24 (Cl): 0.525, atom 25 (Cl): 0.467, atom 26 (C): -2.056, atom 27 (Cl): 0.503, atom 28 (H): 0.084, atom 29 (Cl): 0.530, atom 30 (Cl): 0.513, atom 31 (I): 1.078, atom 32 (C): -2.054, atom 33 (Cl): 0.506, atom 34 (C): -2.027, atom 35 (Cl): 0.525, atom 36 (Cl): 0.436, atom 37 (I): 0.862, atom 38 (Cl): 0.494, atom 39 (Cl): 0.519, atom 40 (C): -2.066, atom 41 (Cl): 0.532, atom 42 (C): -2.044, atom 43 (C): -2.058, atom 44 (H): 0.126, atom 45 (Cl): 0.529, atom 46 (Cl): 0.538, atom 47 (O): -0.139, atom 48 (C): -2.064, atom 49 (Cl): 0.504, atom 50 (Cl): 0.519, atom 51 (Cl): 0.521, atom 52 (Cl): 0.508, atom 53 (Cl): 0.528, atom 54 (Cl): 0.488, atom 55 (Cl): 0.511, atom 56 (C): -0.179, atom 57 (H): 0.104, atom 58 (Cl): 0.496, atom 59 (C): -2.043, atom 60 (Cl): 0.526, atom 61 (Cl): 0.504, atom 62 (C): -2.046, atom 63 (O): -0.835, atom 64 (H): 0.074, atom 65 (C): -2.016, atom 66 (Cl): 0.506, atom 67 (Cl): 0.500, atom 68 (Cl): 0.533, atom 69 (Cl): 0.534, atom 70 (Cl): 0.526, atom 71 (C): -0.685, atom 72 (Cl): 0.623, atom 73 (Cl): 0.468, atom 74 (Cl): 0.536, atom 75 (O): 0.119